Record 1
{"formula": "C5H6BrF", "method": "ωB97M-V with the def2-TZVPD basis set", "charge": 0, "lumo_ev": -0.809, "homo_energy_ev": -8.69, "relative_energy_kcal_mol": 123.9, "elements": ["Br", "F", "C", "C", "C", "C", "C", "H", "H", "H", "H", "H", "H"], "coordinates": [[1.0770, -3.2462, 0.2549], [0.2621, 0.0451, -3.4538], [-0.1583, -2.1355, -0.5561], [-0.2846, -0.7280, -0.0502], [0.4372, 0.2770, -2.2233], [0.8835, 0.0126, 0.6816], [-0.7384, 0.0608, -1.3581], [-1.6366, -0.3881, -1.6863], [0.4944, 0.8133, 1.2677], [-0.9303, 0.9811, -0.9497], [1.3120, -0.7733, 1.2804], [1.4108, 0.3887, -0.1747], [-1.0672, -0.6998, 0.5851]], "atomic_forces_ev_per_a": [[0.1875, 0.2259, 0.2693], [-1.0560, -0.4861, -1.7971], [-0.5125, 0.1709, 0.0143], [3.3785, 0.2532, -2.6015], [1.1688, 0.4147, 1.9596], [-1.4667, -1.4839, -1.2534], [0.9691, -2.1844, 0.4946], [-0.9343, -0.4344, -1.0078], [-0.2133, 0.5531, 0.5433], [-0.5853, 2.8511, 0.7575], [0.9377, 0.3194, 0.3083], [1.2872, 0.1940, 0.3203], [-3.1608, -0.3934, 1.9926]]}



Record 2
{"formula": "C2H7N3", "method": "ωB97M-V with the def2-TZVPD basis set", "charge": 1, "lumo_ev": [-4.492, -8.759], "homo_energy_ev": [-14.03, -14.01], "relative_energy_kcal_mol": 38.8, "multiplicity": 2, "elements": ["N", "N", "N", "C", "C", "H", "H", "H", "H", "H", "H", "H"], "coordinates": [[0.2128, -1.9631, 1.5394], [-0.6881, -1.1124, -0.4328], [0.0044, 1.8010, -0.5125], [-0.5088, -2.0656, 0.4394], [0.9739, 2.5762, -0.7686], [0.4949, -2.8786, 1.9096], [-1.0491, -3.0118, 0.2518], [1.4851, 2.4707, -1.7164], [-0.5372, 2.1166, 0.3008], [1.3154, 3.3273, -0.0460], [-1.6479, -0.9399, -0.7032], [-0.0554, -0.3202, -0.2615]], "atomic_forces_ev_per_a": [[0.3086, -0.4551, 0.0452], [0.7260, 0.2959, 1.8647], [-0.6181, -0.0026, -0.0897], [-0.6788, -0.9241, -0.5352], [-0.1621, -0.0240, 0.5832], [0.3077, 0.1967, -0.0241], [-0.2384, 0.3747, 0.4060], [0.3992, -0.1640, 0.0511], [0.6039, -0.1826, 0.1630], [-0.1728, 0.2070, -0.4854], [0.1180, -0.0747, -1.1427], [-0.5932, 0.7528, -0.8362]]}



Record 3
{"formula": "C32H56As3BaClF4N3O6S2", "method": "ωB97M-V with the def2-TZVPD basis set", "charge": -1, "lumo_ev": 2.071, "homo_energy_ev": -3.78, "relative_energy_kcal_mol": 67.1, "elements": ["Ba", "As", "As", "As", "Cl", "S", "S", "F", "F", "F", "F", "O", "O", "O", "O", "O", "O", "N", "N", "N", "C", "C", "C", "C", "C", "C", "C", "C", "C", "C", "C", "C", "C", "C", "C", "C", "C", "C", "C", "C", "C", "C", "C", "C", "C", "C", "C", "C", "C", "C", "C", "C", "H", "H", "H", "H", "H", "H", "H", "H", "H", "H", "H", "H", "H", "H", "H", "H", "H", "H", "H", "H", "H", "H", "H", "H", "H", "H", "H", "H", "H", "H", "H", "H", "H", "H", "H", "H", "H", "H", "H", "H", "H", "H", "H", "H", "H", "H", "H", "H", "H", "H", "H", "H", "H", "H", "H", "H"], "coordinates": [[0.6807, -0.1409, -0.5807], [0.1752, -1.3521, -3.3464], [-4.5310, -2.7397, -5.8846], [-2.5981, -1.1812, -1.0506], [2.0681, -2.9832, -0.9167], [1.4457, 4.4881, -0.5259], [3.3895, 1.5835, -0.8817], [0.2784, -4.1780, 3.0406], [2.8073, 0.6180, 3.4816], [3.9164, -1.5353, 4.4734], [-0.8867, -2.0103, 2.0411], [0.6342, 1.9205, -1.9968], [0.8961, -2.3491, -0.2075], [2.6424, -1.8904, -1.7522], [1.5832, -4.0577, -1.7548], [3.0262, -3.4369, 0.0579], [2.8368, 0.3731, -0.0746], [0.2805, 0.3777, 1.9108], [-1.8633, 2.1338, 1.3193], [0.9288, 2.9965, -2.7514], [-3.2272, 0.4626, 2.5420], [0.7268, 2.8446, -4.0974], [-2.5639, -2.9947, -0.2750], [1.6398, 4.9771, -4.5240], [-4.4328, -0.8322, -0.6048], [4.4376, 0.9079, -2.1618], [-2.7443, -0.8994, -4.0476], [1.0675, 3.7877, -5.0090], [-1.8816, 3.0220, 0.1627], [-3.7155, 0.2769, -3.8781], [0.9328, -2.9999, 3.1323], [2.7179, -1.6874, 3.8604], [4.7129, 2.1981, 0.1375], [0.2554, -2.8673, -4.5769], [-2.8975, -1.8865, -2.8741], [2.1567, -2.9417, 3.7794], [-6.0453, -2.1312, -4.8135], [2.1296, -0.5537, 3.3363], [1.7742, 5.1496, -3.1777], [-3.1832, 1.8073, 1.8279], [-2.5072, 4.3949, 0.3858], [1.6281, -0.3874, -4.2650], [0.3384, -1.8829, 2.6054], [4.1784, 2.8693, 1.3932], [0.9231, -0.5811, 2.6054], [-1.3078, -0.3010, -4.1122], [1.3789, 4.1742, -2.1993], [0.4855, 1.7929, 2.1314], [4.5824, 1.9315, -3.2840], [-2.9893, -1.6180, -5.3961], [-4.1441, -4.3711, -4.8758], [-0.8780, 2.4552, 2.3555], [-5.0597, -1.6098, -1.0408], [-0.8532, 3.1536, -0.1767], [-1.0596, -0.0306, -5.1409], [-2.1933, -2.7141, -2.9883], [-1.5693, -3.4324, -0.3819], [-3.5194, 0.8095, -2.9452], [-2.4632, 4.9825, -0.5381], [5.4004, 0.6341, -1.7242], [-2.7931, -2.9424, 0.7884], [-3.5905, 0.9951, -4.6964], [-3.8905, -2.3228, -2.8667], [2.6493, -3.8207, 4.1711], [-2.9418, -0.8675, -6.1889], [-6.8536, -2.8396, -4.9976], [3.9425, -0.0102, -2.4821], [5.0121, 2.8697, -2.9208], [-1.2636, 2.0950, 3.3114], [-3.5808, 2.5887, 2.4959], [1.3374, -0.1488, -5.2860], [3.4980, 2.2032, 1.9261], [-5.8350, -2.1046, -3.7453], [-3.2997, -3.6132, -0.7893], [5.3152, 1.3145, 0.3730], [-0.5581, -3.5699, -4.4026], [0.2437, -2.5230, -5.6102], [1.9600, 5.7556, -5.2075], [0.2835, 1.9035, -4.3627], [-4.7780, -5.1681, -5.2623], [-1.2851, 0.6175, -3.5197], [-3.8532, 1.7651, 0.9631], [-4.7513, 0.1461, -0.9623], [-3.1018, -4.6534, -5.0348], [-2.7896, -0.3173, 1.9178], [-4.2593, 0.1951, 2.7970], [-4.3207, -4.2608, -3.8079], [-0.7340, 3.5457, 2.4490], [-4.5292, -0.8537, 0.4812], [2.1758, 6.0656, -2.7691], [1.1089, 2.0070, 3.0021], [-3.5571, 4.3200, 0.6930], [0.8886, 3.6041, -6.0603], [1.1911, -3.3836, -4.3662], [3.6176, 2.1736, -3.7410], [5.2383, 1.5410, -4.0621], [3.6453, 3.7911, 1.1480], [2.5003, -1.0405, -4.2709], [-2.6453, 0.4728, 3.4678], [-6.3717, -1.1468, -5.1450], [5.2915, 2.8808, -0.4922], [-1.9675, 4.9590, 1.1543], [-2.4178, 2.5051, -0.6455], [5.0114, 3.1012, 2.0608], [-2.1580, -2.3002, -5.5950], [0.9494, 2.2855, 1.2488], [1.8793, 0.5301, -3.7289], [-4.7557, -0.0444, -3.8625]], "atomic_forces_ev_per_a": [[-3.2878, 3.2259, 0.2957], [-0.2362, -0.3761, -1.4279], [-0.0100, -0.0650, -0.2945], [0.5542, -0.5711, -0.1283], [0.0020, 0.4054, 0.2440], [0.0443, -0.1416, -0.6180], [-0.3328, -0.9457, 0.9381], [0.0449, -0.0571, 0.0094], [0.0639, 0.0153, -0.0222], [0.0016, -0.0648, 0.0248], [0.0319, -0.1122, -0.1155], [0.0014, 1.1799, -0.7420], [1.6483, -4.2784, -0.2839], [-0.4547, -1.4944, 0.7245], [0.3773, 0.7126, 0.5086], [-0.7656, 0.3156, -0.8839], [3.2077, 2.1549, -0.3357], [0.2329, -0.5092, 0.9534], [0.0317, -0.0309, 0.0495], [-0.2429, -0.6633, 0.0081], [0.0503, -0.0430, 0.1366], [0.0664, -0.0300, 0.6077], [0.1663, 0.1652, 0.0335], [0.0140, 0.0038, -0.0286], [-0.6123, 0.1884, 0.2094], [0.1690, -0.2077, -0.3183], [0.1154, -0.1215, 0.0666], [0.0847, 0.2722, -0.1189], [0.1436, -0.1161, 0.1712], [0.0071, -0.0188, -0.1716], [-0.1882, 0.2082, -0.0364], [0.0713, 0.2782, 0.0561], [0.1794, 0.1292, 0.3931], [0.0056, -0.1384, 0.0379], [0.2282, 0.3324, -0.2695], [0.0547, -0.2016, 0.0268], [-0.1040, 0.0687, 0.1267], [0.2524, 0.0144, 0.0530], [-0.0610, -0.0911, 0.3396], [0.1442, -0.0999, -0.1073], [-0.0948, 0.2159, 0.0510], [0.0845, 0.0140, 0.3148], [0.0465, -0.0488, 0.0820], [-0.0008, 0.1083, 0.0434], [-0.5898, 0.4203, -0.1556], [-0.2652, -0.0507, 0.1412], [0.0329, 0.2135, -0.1146], [-0.0982, -0.2333, -0.2721], [-0.0216, 0.0249, -0.0519], [0.1056, 0.1836, 0.1723], [0.0660, -0.0877, 0.0805], [-0.1667, 0.1408, -0.2058], [-0.1346, 0.0110, 0.0324], [-0.0401, -0.0292, -0.0243], [-0.0601, 0.0371, -0.0861], [0.0123, -0.0416, -0.0082], [-0.0646, 0.0811, -0.0253], [0.0672, 0.0053, 0.0017], [-0.0012, -0.0599, 0.0986], [-0.0505, -0.0546, -0.0480], [-0.0032, 0.0074, -0.0322], [-0.0153, -0.0663, 0.0513], [-0.2198, -0.0622, -0.0572], [-0.0509, 0.0784, -0.0308], [-0.0069, 0.0549, -0.0345], [-0.0261, 0.0137, 0.0180], [0.0006, 0.0700, -0.0536], [-0.0082, -0.0691, -0.0169], [-0.0133, 0.0348, -0.0023], [-0.0671, 0.0618, 0.0422], [-0.0107, 0.0274, -0.1011], [0.0731, 0.0196, -0.0658], [-0.0261, 0.0121, 0.0009], [-0.0636, -0.0345, 0.0131], [-0.0018, 0.1022, 0.0129], [-0.0165, 0.0007, -0.0112], [-0.0198, -0.0289, -0.0707], [-0.0362, -0.0234, 0.0468], [-0.0553, -0.1092, 0.0394], [0.0019, -0.0316, 0.0098], [0.0318, 0.0650, 0.0306], [-0.0475, 0.0241, -0.0027], [-0.0457, -0.0153, -0.0115], [-0.0452, -0.0059, 0.0001], [0.0175, 0.0436, 0.0066], [0.0691, 0.0415, -0.0146], [0.0184, -0.0089, 0.0226], [-0.0445, -0.0547, 0.0172], [-0.0558, 0.0235, -0.0581], [0.0185, 0.0067, -0.0120], [0.0670, 0.1838, -0.0509], [0.1035, 0.0129, -0.0448], [0.0331, 0.0407, 0.0595], [0.0079, -0.0169, -0.0192], [0.0721, -0.0610, 0.0793], [0.0114, 0.0112, -0.0143], [0.0671, -0.1189, 0.0147], [-0.0279, -0.0241, -0.0109], [-0.0535, 0.0049, -0.0836], [-0.0168, 0.0004, 0.0039], [-0.0079, -0.0019, 0.0527], [-0.0542, -0.0741, -0.0860], [0.0285, 0.0103, 0.0344], [-0.0446, 0.0114, -0.0207], [0.0459, 0.0189, 0.0202], [-0.0188, -0.1477, 0.2474], [-0.0407, -0.1252, -0.0464], [-0.0497, -0.0446, -0.0099]]}